[1]
The following is a DFT calculation (wB97M-V/def2-TZVPD) of a molecular structure, C7H10FOP.

Each line ends with the natural charge from an NBO analysis.
Cartesian coordinates (Å):
C -3.693 -0.056 -0.349  -0.246
C -2.577 -0.117 0.128  -0.036
C -0.448 0.821 0.929  -0.381
C 1.026 0.521 1.214  -0.820
C -1.175 -0.434 0.696  -0.368
C -0.534 -1.265 -0.408  0.115
C 2.187 0.575 -1.435  -1.012
O 2.927 -1.373 0.414  -1.041
F -0.502 -2.629 -0.165  -0.365
P 1.772 -0.550 0.001  1.757
H -4.663 0.263 -0.836  0.258
H -0.829 1.363 1.753  0.236
H -0.652 1.353 -0.106  0.218
H 1.485 1.479 1.155  0.248
H 1.224 -0.044 2.129  0.258
H -1.383 -1.163 1.568  0.265
H -0.858 -1.159 -1.370  0.171
H 2.197 1.625 -1.123  0.236
H 3.167 0.299 -2.080  0.270
H 1.330 0.491 -2.114  0.237

**HOMO energy**: -8.8 eV
**Relative energy (zero: lowest compared OMol25 entry of this formula, charge and spin)**: 1.3921 eV
**Kohn-Sham gap**: 0.3437 Ha



[2]
The following is a DFT calculation (wB97M-V/def2-TZVPD) of a single C23H21FN4S molecule.

Each line ends with the natural charge from an NBO analysis.
Cartesian coordinates (Å):
C 3.758 4.677 0.182  -0.718
S 2.060 4.470 -0.414  0.244
C 2.026 2.733 -0.477  0.201
N 2.999 1.938 -0.122  -0.497
C 2.543 0.664 -0.327  0.100
C 3.382 -0.466 0.040  -0.081
C 2.837 -1.662 0.504  -0.172
C 3.658 -2.715 0.861  -0.286
C 5.029 -2.558 0.760  0.401
F 5.834 -3.588 1.105  -0.328
C 5.599 -1.376 0.324  -0.284
C 4.769 -0.331 -0.030  -0.165
C 1.254 0.705 -0.834  0.117
C 0.334 -0.314 -1.303  -0.005
C 0.798 -1.484 -1.917  -0.299
C -0.135 -2.404 -2.350  0.066
N -1.442 -2.250 -2.227  -0.485
C -1.897 -1.128 -1.661  0.406
N -3.251 -1.020 -1.615  -0.597
C -3.979 -0.027 -0.861  -0.065
C -5.476 -0.302 -1.001  -0.598
C -3.599 -0.007 0.607  -0.043
C -3.274 -1.180 1.274  -0.165
C -2.941 -1.154 2.616  -0.216
C -2.935 0.044 3.309  -0.216
C -3.264 1.218 2.653  -0.202
C -3.592 1.191 1.309  -0.221
C -1.037 -0.130 -1.183  -0.340
N 0.941 2.046 -0.907  -0.528
H 3.898 5.735 0.376  0.228
H 3.878 4.091 1.087  0.241
H 4.444 4.330 -0.585  0.229
H 1.767 -1.765 0.596  0.225
H 3.250 -3.646 1.220  0.229
H 6.673 -1.286 0.268  0.229
H 5.181 0.607 -0.368  0.231
H 1.854 -1.654 -2.051  0.229
H 0.174 -3.326 -2.825  0.193
H -3.741 -1.857 -1.888  0.404
H -3.765 0.963 -1.293  0.192
H -6.046 0.467 -0.485  0.223
H -5.762 -0.307 -2.050  0.216
H -5.722 -1.266 -0.561  0.210
H -3.270 -2.118 0.738  0.209
H -2.684 -2.073 3.123  0.214
H -2.673 0.064 4.356  0.215
H -3.260 2.157 3.187  0.214
H -3.844 2.111 0.798  0.207
H -1.436 0.745 -0.696  0.215
H 0.085 2.438 -1.263  0.424

**HOMO energy**: -7.6 eV
**Kohn-Sham gap**: 0.2923 Ha



[3]
The following is a DFT calculation (wB97M-V/def2-TZVPD) of a molecular structure, C22H31Be2N6O12.

Each line ends with the Löwdin charge.
Cartesian coordinates (Å):
Be 2.576 1.165 -1.986  1.009
Be 2.323 3.526 1.540  0.838
O -0.355 0.350 1.185  0.087
C 0.438 0.678 0.184  -0.825
O 0.621 -0.067 -0.827  -0.056
O 1.105 1.716 0.245  -0.112
H -0.554 -0.579 1.048  0.033
C -3.377 1.999 1.783  -0.769
O -4.308 2.720 1.819  0.104
N -2.198 2.425 1.441  0.157
N -3.273 0.731 2.292  0.162
H -2.149 3.307 0.951  0.112
H -1.432 1.768 1.483  0.052
H -2.409 0.207 2.287  0.056
H -4.142 0.257 2.492  0.115
C 2.628 4.816 -1.577  -0.680
O 2.587 3.735 -0.950  -0.132
N 3.512 5.046 -2.522  0.207
N 1.786 5.845 -1.401  0.202
H 3.922 4.233 -2.960  0.128
H 3.711 5.991 -2.819  0.140
H 1.846 6.765 -1.814  0.136
H 1.083 5.768 -0.680  0.115
C -0.255 3.310 -3.049  -0.719
O 0.747 2.552 -3.051  -0.070
N -1.059 3.598 -2.107  0.212
N -0.449 4.141 -4.069  0.179
H -1.768 4.295 -2.283  0.143
H -0.854 3.102 -1.251  0.111
H 0.362 4.156 -4.670  0.128
H -1.337 4.594 -4.231  0.129
C 4.484 -3.622 3.116  0.091
C 3.982 -3.556 1.804  0.061
C 3.092 -2.528 1.453  -0.330
C 2.724 -1.577 2.403  0.046
C 3.189 -1.685 3.729  0.033
C 3.948 -2.738 4.095  -0.266
O 4.233 -2.951 5.411  0.150
O 2.640 -2.483 0.238  0.161
H 5.261 -4.356 3.272  0.143
H 4.386 -4.234 1.067  0.142
H 2.079 -0.774 2.079  0.119
H 2.801 -1.022 4.488  0.144
H 4.403 -2.070 5.753  0.135
H 2.102 -1.688 0.233  0.091
C -0.946 -2.417 3.215  0.039
C -0.381 -3.104 4.292  0.060
C 0.384 -4.209 3.995  -0.314
C 0.730 -4.505 2.751  -0.022
C 0.224 -3.829 1.657  0.047
C -0.675 -2.779 1.893  -0.300
O -1.099 -2.008 0.902  0.058
O 0.705 -4.995 5.067  0.124
H -1.746 -1.742 3.483  0.125
H -0.689 -2.840 5.293  0.145
H 1.383 -5.357 2.627  0.144
H 0.498 -4.156 0.665  0.140
H -1.726 -2.472 0.343  0.165
H 1.362 -5.667 4.873  0.127
C -4.266 -0.123 -3.220  0.067
C -2.962 -0.593 -2.724  0.053
C -2.102 -1.154 -3.639  -0.369
C -2.437 -1.111 -5.007  0.074
C -3.584 -0.444 -5.434  0.021
C -4.513 -0.019 -4.571  -0.310
O -5.671 0.576 -4.968  0.138
O -0.997 -1.667 -3.210  0.108
H -4.979 0.381 -2.584  0.125
H -2.805 -0.743 -1.666  0.111
H -1.907 -1.663 -5.769  0.138
H -3.873 -0.438 -6.475  0.146
H -6.172 1.132 -4.367  0.135
H -0.408 -0.923 -3.067  0.112

**HOMO energy**: -14.6 eV
**Relative energy (zero: lowest compared OMol25 entry of this formula, charge and spin)**: 2.1445 eV
**Net charge**: +3
**Kohn-Sham gap**: 0.0599 Ha